{"formula": "C8H13N2O2", "method": "the ωB97M-V functional and the def2-TZVPD basis", "symbols": ["C", "C", "C", "C", "C", "C", "C", "C", "N", "N", "O", "O", "H", "H", "H", "H", "H", "H", "H", "H", "H", "H", "H", "H", "H"], "positions_angstrom": [[0.483357, 1.431252, -1.014801], [1.178603, 0.928629, 0.051493], [-0.741415, 0.629079, -1.118955], [0.294380, -0.187580, 0.619247], [-2.246371, -2.847032, -0.464508], [2.864110, 2.784461, 0.583978], [-2.906387, -1.430467, 1.339716], [2.383497, 1.275550, 0.817518], [-0.814232, -0.318445, -0.207509], [-1.965965, -2.129019, 0.527647], [-1.627466, 0.673577, -2.016566], [0.505664, -0.812920, 1.596099], [0.715649, 2.106247, -1.732621], [-1.463901, -3.424984, -0.868221], [-3.214014, -3.062522, -0.950557], [3.407191, 2.837730, -0.405836], [3.666618, 2.851442, 1.304045], [2.053534, 3.548137, 0.572299], [-3.473891, -2.219285, 2.032476], [-3.637537, -1.193991, 0.669013], [-2.518581, -0.494691, 1.855354], [2.168248, 1.176247, 2.001281], [3.068925, 0.479791, 0.581330], [-1.380102, 1.304314, -2.714715], [-1.013812, -2.361603, 0.727852]], "forces_ev_per_a": [[0.4961, -2.2991, 2.7178], [-1.4109, 0.8014, -0.3280], [2.4450, -2.1914, 3.0921], [-0.4087, 1.8261, -2.4095], [-1.8357, -1.2593, -1.0250], [0.8077, -2.1508, -1.5954], [-0.2678, -0.8084, 3.4949], [-1.0354, 2.2195, 1.8676], [-0.4442, 1.3579, -0.7749], [-0.0881, -2.5358, -0.3676], [-1.5392, 0.7915, -2.2790], [0.3000, -1.4412, 1.7286], [0.9794, 2.3182, -1.7121], [1.0017, -0.4633, -0.4911], [0.2065, 0.9648, 0.6706], [-0.7453, 0.0418, 0.8222], [-0.1174, 1.0408, 0.4065], [0.6862, -0.7284, 0.5531], [1.7232, 1.8190, -0.9545], [-2.1249, 1.2607, -1.6450], [-0.2756, -1.6819, -0.6327], [0.2056, -0.0906, -2.7940], [1.0054, 0.0382, 0.0449], [-0.3228, -0.0374, 0.1092], [0.7590, 1.2078, 1.5014]], "mulliken_charge": [-0.71, 0.07, 0.49, 0.15, -0.16, -1.21, -0.72, -0.09, -0.22, 0.10, -0.44, -0.55, 0.46, 0.28, 0.26, 0.29, 0.40, 0.34, 0.33, 0.33, 0.28, 0.34, 0.31, 0.37, 0.29], "spin_multiplicity": 1, "charge": 1, "relative_energy_kcal_mol": 83.6, "e_lumo_ev": -4.120, "energy_ha": -572.28287}